(1)
Entry from the OMol25 dataset: a structure of composition C22H38CaO3P2S at a distorted geometry (the ωB97M-V functional and the def2-TZVPD basis).

Geometry (Å):
P 0.864 -2.455 -0.167
P 1.245 2.179 -0.160
C 0.704 -0.828 -1.068
C 1.695 0.455 -0.767
H -0.300 -0.566 -1.553
H 1.139 -1.194 -2.034
H 2.456 0.156 -0.025
H 2.346 0.537 -1.716
C -0.458 2.595 -0.785
H -1.226 2.703 -0.022
H -0.743 1.862 -1.557
H -0.397 3.571 -1.285
C 1.961 3.507 -1.348
H 1.320 3.753 -2.207
H 2.955 3.245 -1.706
H 2.032 4.409 -0.722
C -0.086 -3.952 -0.553
H 0.075 -4.608 0.315
H 0.366 -4.395 -1.445
H -1.146 -3.711 -0.683
C 2.509 -2.867 -0.752
H 3.106 -1.969 -0.915
H 2.319 -3.345 -1.715
H 2.979 -3.568 -0.063
Ca -1.841 0.334 -0.620
C -0.130 1.373 -3.700
C -1.463 1.190 -3.555
C -2.263 0.512 -4.628
C -1.920 -0.954 -4.872
C -1.156 -1.625 -3.791
C 0.189 -1.637 -3.809
C 1.036 -0.730 -4.694
C 0.635 0.747 -4.821
C 0.411 -2.264 1.584
H 0.374 2.189 -3.181
H -2.124 1.831 -2.950
H -2.179 1.103 -5.558
H -3.305 0.597 -4.320
H -2.851 -1.485 -5.051
H -1.337 -0.994 -5.791
H -1.718 -2.299 -3.141
H 0.704 -2.537 -3.471
H 1.026 -1.169 -5.706
H 2.087 -0.766 -4.371
H 1.546 1.322 -5.004
H 0.063 0.888 -5.741
H 0.542 -1.260 1.964
H 0.887 -2.945 2.276
H -0.662 -2.437 1.683
C 0.244 0.718 8.672
C -0.194 0.755 7.224
C -0.641 -0.395 6.539
C -1.027 -0.356 5.189
C -1.031 0.850 4.471
C -0.583 1.996 5.148
C -0.208 1.951 6.491
S -1.752 1.119 2.778
O -3.192 0.957 3.003
O -1.177 2.427 2.430
O -1.264 0.127 1.682
H -0.589 0.360 9.305
H 1.112 0.062 8.895
H 0.502 1.737 9.019
H -0.661 -1.349 7.065
H -1.344 -1.278 4.688
H -0.571 2.951 4.627
H 0.110 2.871 6.971

Results
frontier orbital gap (alpha / beta)	3.5 / 3.4	eV
multiplicity	1
charge	0
molecular weight	484.6	g mol⁻¹
lowest unoccupied orbital energy (alpha / beta)	-0.00308 / -0.00157	Eh
maximum force	2.6	eV/Å
energy relative to the best compared isomer or geometry (same formula, charge and spin)	95.4	kcal per mole

These are the Mulliken partial charges, in e, on atoms 1 to 8: number 1, P, carries 1.287; number 2, P, carries 0.065; number 3, C, carries 1.940; number 4, C, carries -0.824; number 5, H, carries -1.277; number 6, H, carries -0.631; number 7, H, carries 0.541; number 8, H, carries 0.349

(2)
Entry from the OMol25 dataset: a cluster of 10 separate species, C22H38ClO25 in total at a distorted geometry (the ωB97M-V functional and the def2-TZVPD basis).

Geometry (Å):
Cl -0.836 -0.611 -0.312
O -0.675 -1.014 -1.624
O -0.331 -1.598 0.718
O -0.126 0.580 -0.062
O -2.262 -0.306 -0.095
C 1.763 3.570 -1.178
C 1.025 2.790 -2.183
O 0.917 3.535 -3.308
C 1.823 4.522 -3.292
O 2.092 5.278 -4.203
O 2.366 4.565 -2.030
H 2.460 2.950 -0.615
H 1.045 4.041 -0.508
H 0.117 2.620 -1.604
H 1.439 1.789 -2.304
C 1.426 -3.825 -2.648
C 2.015 -3.104 -1.346
O 3.298 -2.780 -1.669
C 3.415 -2.719 -2.972
O 4.370 -2.286 -3.601
O 2.252 -3.265 -3.555
H 0.423 -3.486 -2.906
H 1.406 -4.911 -2.562
H 1.815 -3.722 -0.470
H 1.565 -2.120 -1.215
C -4.625 -2.035 1.469
C -3.792 -1.948 2.760
O -4.757 -1.866 3.799
C -5.890 -2.417 3.364
O -6.884 -2.594 4.088
O -5.764 -2.608 2.001
H -4.249 -2.678 0.673
H -4.833 -1.056 1.037
H -3.058 -1.143 2.718
H -3.225 -2.874 2.672
C -2.868 2.620 -1.706
C -2.803 3.441 -2.930
O -2.717 4.775 -2.498
C -2.316 4.790 -1.290
O -1.965 5.788 -0.666
O -2.340 3.584 -0.773
H -2.207 1.758 -1.794
H -3.895 2.301 -1.530
H -3.611 3.298 -3.648
H -1.853 3.256 -3.431
C 2.882 0.212 3.543
C 2.601 0.345 2.100
O 3.954 0.203 1.620
C 4.641 -0.525 2.466
O 5.740 -1.043 2.268
O 4.029 -0.585 3.623
H 1.906 -0.148 3.869
H 3.073 1.165 4.038
H 2.180 1.316 1.839
H 1.754 -0.220 1.711
C -0.393 -4.018 3.659
C 0.996 -3.485 3.441
O 1.848 -4.461 3.956
C 1.140 -5.431 4.587
O 1.680 -6.340 5.218
O -0.186 -5.220 4.408
H -0.928 -4.290 2.749
H -1.011 -3.221 4.072
H 1.096 -2.541 3.976
H 1.318 -3.266 2.422
O -1.218 -4.317 -0.646
H -0.981 -3.466 -0.279
H -1.926 -4.126 -1.260
C 1.848 0.112 -4.818
C 0.482 0.045 -5.502
O -0.433 0.575 -4.611
H 2.631 -0.235 -5.492
H 1.846 -0.389 -3.850
H 2.106 1.138 -4.557
H 0.277 -0.979 -5.816
H 0.506 0.693 -6.378
H -0.167 0.311 -3.728
C -0.767 3.380 2.502
C 0.159 4.618 2.874
O 0.775 5.004 1.687
H -0.286 2.441 2.230
H -1.585 3.691 1.853
H -1.290 3.031 3.392
H 0.882 4.396 3.659
H -0.424 5.423 3.320
H 0.100 5.322 1.083

Results
frontier orbital gap	10.4	eV
multiplicity	1
charge	-1
molecular weight	738.0	g mol⁻¹
lowest unoccupied orbital energy	0.06860	Eh
maximum force	5.7	eV/Å

These are the Mulliken partial charges, in e, on atoms 1 to 8: number 1, Cl, carries 1.199; number 2, O, carries -0.574; number 3, O, carries -0.303; number 4, O, carries -0.424; number 5, O, carries -0.623; number 6, C, carries 0.481; number 7, C, carries 0.819; number 8, O, carries -0.394

(3)
Entry from the OMol25 dataset: a cluster of 5 separate species, C22H38N8O3PS2 in total at a distorted geometry (the ωB97M-V functional and the def2-TZVPD basis).

Geometry (Å):
N -5.249 -0.389 2.696
N -6.381 -0.819 1.884
C -6.341 -0.364 0.502
C -5.858 -1.460 -0.451
C -4.503 -2.036 -0.033
S -3.542 -2.681 -1.464
C -2.948 -1.188 -2.148
N -3.095 -0.734 -3.346
N -2.432 0.488 -3.366
C -1.957 0.678 -2.185
O -2.230 -0.364 -1.347
P -5.445 1.238 0.237
S -5.409 1.760 -1.662
C -7.851 -0.054 0.131
O -8.425 0.747 0.907
O -8.323 -0.624 -0.865
H -4.389 -0.605 2.208
H -5.241 -1.015 3.493
H -7.200 -0.423 2.327
H -6.605 -2.243 -0.402
H -5.863 -1.083 -1.466
H -3.883 -1.229 0.348
H -4.581 -2.831 0.696
H -1.409 1.525 -1.814
H -4.157 1.228 0.804
H -6.207 2.180 0.911
C 2.631 -0.331 0.981
C 2.485 -0.710 -0.486
C 2.464 0.506 -1.416
C 1.341 1.392 -1.109
N 0.454 2.074 -0.864
H 1.778 0.263 1.320
H 2.674 -1.226 1.603
H 3.534 0.243 1.159
H 1.571 -1.287 -0.621
H 3.310 -1.348 -0.772
H 2.373 0.186 -2.454
H 3.389 1.078 -1.317
C 3.653 -6.719 -0.994
C 4.738 -5.693 -1.307
C 4.395 -4.289 -0.795
C 3.166 -3.792 -1.413
N 2.200 -3.402 -1.889
H 2.713 -6.464 -1.483
H 3.949 -7.707 -1.347
H 3.473 -6.784 0.080
H 4.901 -5.658 -2.385
H 5.678 -6.011 -0.851
H 5.200 -3.590 -1.024
H 4.259 -4.298 0.287
C -1.953 4.929 0.234
C -3.185 5.691 -0.238
C -4.152 6.030 0.904
C -4.632 4.807 1.544
N -4.966 3.818 2.013
H -2.223 3.965 0.667
H -1.281 4.732 -0.602
H -1.400 5.500 0.985
H -3.708 5.097 -0.990
H -2.875 6.621 -0.720
H -5.011 6.582 0.523
H -3.660 6.650 1.657
C 7.757 1.312 2.511
C 8.490 0.735 1.305
C 7.632 0.728 0.035
C 6.432 -0.089 0.219
N 5.486 -0.719 0.366
H 6.882 0.714 2.769
H 8.411 1.327 3.383
H 7.427 2.334 2.319
H 8.814 -0.282 1.532
H 9.390 1.322 1.114
H 8.197 0.323 -0.805
H 7.325 1.742 -0.224

Results
frontier orbital gap	5.8	eV
multiplicity	1
charge	-1
molecular weight	557.7	g mol⁻¹
lowest unoccupied orbital energy	0.05055	Eh
maximum force	1.5	eV/Å

These are the Mulliken partial charges, in e, on atoms 1 to 8: number 1, N, carries -0.655; number 2, N, carries -0.240; number 3, C, carries 0.476; number 4, C, carries -0.675; number 5, C, carries -0.410; number 6, S, carries -0.263; number 7, C, carries 0.544; number 8, N, carries -0.347